1.
C6H7N3O4 | ωB97M-V/def2-TZVPD

Element x y z (Å)
N1 -0.74 1.97 0.83
C1 -0.26 0.77 1.22
O1 0.51 0.70 2.18
C2 -0.58 -0.41 0.45
N2 0.23 -1.49 0.64
C3 1.68 -1.36 0.51
C4 2.25 -0.56 -0.35
C5 1.63 0.29 -1.37
C6 0.38 0.71 -1.39
O2 -0.59 1.28 -1.74
N3 -1.79 -0.74 -0.09
O3 -2.22 -1.87 -0.37
O4 -2.77 0.33 -0.12
H1 -1.10 2.05 -0.11
H2 -0.72 2.73 1.46
H3 -0.12 -2.27 0.10
H4 2.04 -2.15 1.22
H5 3.25 -0.47 -0.45
H6 2.44 0.54 -2.17
H7 -3.53 -0.05 -0.45

Maximum force = 4.27 eV/A
SMILES = NC(=O)/C(N/C=C\C=C=O)=[N+](/[O-])O
Gap between HOMO and LUMO (alpha / beta) = 7.37 / 7.37 eV
HOMO (alpha / beta) = -8.2 / -8.2 eV
Energy relative to the best compared isomer or geometry (same formula, charge and spin) = 146.9 kcal/mol
Spin multiplicity = 1


2.
C3H3NO | ωB97M-V/def2-TZVPD

Element x y z (Å)
C1 0.88 0.30 0.32
C2 0.29 -0.91 0.43
O1 -1.10 -0.68 -0.02
C3 -1.00 0.51 -0.61
N1 0.07 1.19 -0.34
H1 1.86 0.62 0.65
H2 0.59 -1.74 1.07
H3 -1.58 0.71 -1.50

Maximum force = 3.03 eV/A
SMILES = c1cocn1
Gap between HOMO and LUMO = 10.61 eV
HOMO = -9.6 eV
Energy relative to the best compared isomer or geometry (same formula, charge and spin) = 17.0 kcal/mol
Spin multiplicity = 1


3.
C25H29N3O3 | ωB97M-V/def2-TZVPD

Element x y z (Å)
C1 -2.20 6.34 6.00
C2 -2.42 5.14 5.08
C3 -1.26 4.20 5.13
C4 -1.05 3.04 5.83
C5 0.26 2.62 5.51
C6 0.77 3.54 4.65
C7 2.07 3.62 3.92
N1 2.08 2.93 2.63
C8 1.91 1.49 2.75
C9 2.21 0.83 1.40
C10 1.25 1.38 0.34
O1 1.57 0.89 -0.95
C11 1.20 -0.36 -1.32
C12 1.62 -0.75 -2.60
C13 1.30 -1.99 -3.11
C14 0.55 -2.89 -2.35
C15 0.14 -4.25 -2.79
O2 -0.51 -4.99 -2.07
N2 0.55 -4.64 -4.03
C16 0.16 -5.91 -4.60
C17 -1.00 -5.74 -5.55
C18 -2.26 -5.37 -5.07
C19 -3.28 -5.20 -5.99
C20 -3.02 -5.40 -7.33
C21 -1.74 -5.77 -7.70
N3 -0.75 -5.93 -6.83
C22 0.14 -2.49 -1.08
C23 0.46 -1.25 -0.56
C24 1.40 2.90 0.30
C25 1.14 3.48 1.68
O3 -0.15 4.51 4.42
H1 -2.07 6.02 7.03
H2 -1.30 6.89 5.69
H3 -3.05 7.02 5.94
H4 -2.55 5.48 4.06
H5 -3.31 4.60 5.39
H6 -1.75 2.56 6.48
H7 0.76 1.74 5.88
H8 2.32 4.66 3.73
H9 2.86 3.17 4.53
H10 2.62 1.12 3.50
H11 0.89 1.22 3.08
H12 3.23 1.06 1.10
H13 2.11 -0.25 1.49
H14 0.21 1.13 0.60
H15 2.20 -0.04 -3.18
H16 1.66 -2.23 -4.10
H17 0.98 -3.98 -4.65
H18 1.00 -6.35 -5.13
H19 -0.14 -6.55 -3.76
H20 -2.41 -5.22 -4.02
H21 -4.27 -4.91 -5.65
H22 -3.79 -5.28 -8.08
H23 -1.48 -5.95 -8.74
H24 -0.44 -3.19 -0.50
H25 0.12 -1.00 0.43
H26 2.41 3.14 -0.02
H27 0.70 3.32 -0.43
H28 1.27 4.57 1.66
H29 0.09 3.28 1.97

Maximum force = 0.99 eV/A
SMILES = CCc1ccc(CN2CCC(Oc3ccc(C(=O)NCc4ccccn4)cc3)CC2)o1
Gap between HOMO and LUMO = 9.08 eV
HOMO = -8.3 eV
Energy relative to the best compared isomer or geometry (same formula, charge and spin) = 66.9 kcal/mol
Spin multiplicity = 1


4.
C6H10N | ωB97M-V/def2-TZVPD

Element x y z (Å)
C1 -0.80 -1.36 -0.32
C2 0.25 -0.56 0.05
C3 1.46 0.41 -0.37
C4 0.32 0.62 0.57
C5 2.86 0.31 0.11
C6 -2.16 -0.66 -0.24
N1 -2.06 0.60 0.33
H1 1.24 0.64 -1.47
H2 0.13 1.31 1.36
H3 3.28 -0.76 -0.04
H4 2.90 0.57 1.09
H5 3.56 1.07 -0.53
H6 -2.42 -0.62 -1.26
H7 -0.78 -2.34 -0.73
H8 -3.10 -1.31 0.06
H9 -2.01 0.75 1.35
H10 -2.65 1.33 0.03

Maximum force = 5.37 eV/A
Gap between HOMO and LUMO (alpha / beta) = 8.39 / 8.39 eV
Net charge = +1
HOMO (alpha / beta) = -14.3 / -14.3 eV
Energy relative to the best compared isomer or geometry (same formula, charge and spin) = 95.6 kcal/mol
Spin multiplicity = 1


5.
C4H9FNO | ωB97M-V/def2-TZVPD

Element x y z (Å)
C1 1.44 -1.74 0.56
C2 0.38 -2.00 -0.21
C3 -0.04 2.34 -1.35
C4 -0.91 -1.36 -0.14
N1 -1.16 -0.55 1.19
O1 -1.80 -1.36 -0.91
F1 -0.06 1.54 -0.22
H1 2.37 -2.27 0.40
H2 1.46 -1.01 1.35
H3 0.45 -2.71 -1.02
H4 -0.55 1.79 -2.14
H5 -0.56 3.27 -1.12
H6 -0.81 -1.03 2.02
H7 -2.17 -0.38 1.26
H8 -0.69 0.36 1.08
H9 1.01 2.52 -1.60

Maximum force = 1.32 eV/A
Gap between HOMO and LUMO = 10.80 eV
Net charge = +1
HOMO = -15.6 eV
Energy relative to the best compared isomer or geometry (same formula, charge and spin) = 14.1 kcal/mol
Spin multiplicity = 1


6.
C68H187N17O17 | ωB97M-V/def2-TZVPD

Element x y z (Å)
C1 4.32 7.09 -4.22
C2 3.78 6.07 -5.17
C3 2.37 5.52 -4.94
O1 2.20 5.05 -3.63
C4 0.85 4.81 -3.19
N1 3.69 6.70 -6.49
H1 4.52 6.57 -3.28
H2 3.54 7.81 -3.99
H3 5.21 7.57 -4.61
H4 4.52 5.28 -5.31
H5 2.00 4.69 -5.54
H6 1.68 6.36 -4.99
H7 0.94 4.50 -2.15
H8 0.39 3.95 -3.68
H9 0.17 5.66 -3.24
H10 3.14 7.54 -6.42
H11 4.53 7.13 -6.83
C5 0.20 6.86 5.29
C6 -0.58 6.46 4.03
C7 0.41 5.99 2.94
O2 -0.34 5.66 1.83
C8 0.38 5.16 0.73
N2 -1.44 5.42 4.54
H12 0.91 6.07 5.54
H13 -0.38 7.12 6.18
H14 0.81 7.71 5.01
H15 -1.28 7.20 3.66
H16 0.88 5.03 3.15
H17 1.10 6.80 2.70
H18 -0.27 4.86 -0.09
H19 1.06 4.35 0.98
H20 0.96 5.99 0.31
H21 -0.81 4.71 4.88
H22 -1.74 5.01 3.66
C9 7.22 0.61 -5.29
C10 5.89 -0.05 -5.09
C11 4.93 0.93 -4.29
O3 5.58 1.30 -3.06
C12 4.81 2.08 -2.19
N3 5.35 -0.28 -6.36
H23 7.96 -0.06 -5.75
H24 7.67 0.88 -4.33
H25 7.14 1.48 -5.94
H26 6.06 -0.97 -4.54
H27 3.98 0.41 -4.15
H28 4.75 1.81 -4.91
H29 5.22 2.03 -1.18
H30 3.78 1.73 -2.18
H31 4.92 3.09 -2.59
H32 5.84 -0.87 -7.02
H33 5.44 0.65 -6.74
C13 -7.71 -0.54 3.81
C14 -6.53 0.01 4.70
C15 -5.17 0.09 3.90
O4 -4.54 -1.16 3.56
C16 -3.36 -1.00 2.89
N4 -6.91 1.24 5.29
H34 -8.00 0.18 3.04
H35 -8.60 -0.73 4.40
H36 -7.39 -1.51 3.42
H37 -6.37 -0.73 5.49
H38 -4.52 0.77 4.44
H39 -5.39 0.68 3.01
H40 -3.42 -0.34 2.02
H41 -3.12 -2.03 2.61
H42 -2.60 -0.62 3.56
H43 -7.34 1.79 4.56
H44 -6.03 1.70 5.49
C17 1.22 1.65 -1.32
C18 0.74 1.33 0.14
C19 0.07 -0.04 0.22
O5 -1.22 -0.19 -0.41
C20 -1.74 -1.56 -0.36
N5 1.92 1.31 0.91
H45 1.74 2.61 -1.34
H46 0.33 1.66 -1.95
H47 1.92 0.92 -1.73
H48 0.05 2.08 0.52
H49 -0.12 -0.39 1.23
H50 0.81 -0.75 -0.14
H51 -1.62 -2.00 0.63
H52 -1.22 -2.24 -1.05
H53 -2.79 -1.51 -0.65
H54 2.50 0.54 0.59
H55 1.58 1.09 1.84
C21 3.92 5.97 2.95
C22 5.26 5.73 2.26
C23 5.32 6.46 0.95
O6 4.22 6.25 -0.02
C24 4.16 4.88 -0.39
N6 6.27 6.15 3.20
H56 3.80 5.41 3.88
H57 3.14 5.57 2.30
H58 3.67 7.01 3.16
H59 5.41 4.69 1.98
H60 6.27 6.20 0.48
H61 5.31 7.54 1.12
H62 3.76 4.39 0.50
H63 5.10 4.45 -0.71
H64 3.45 4.82 -1.22
H65 6.06 7.06 3.58
H66 7.14 6.34 2.73
C25 4.67 2.32 2.56
C26 4.43 1.53 3.90
C27 5.50 0.45 4.15
O7 5.75 -0.43 3.07
C28 6.59 -1.57 3.33
N7 4.35 2.49 4.99
H67 4.65 1.73 1.64
H68 5.67 2.74 2.65
H69 3.93 3.11 2.38
H70 3.44 1.09 3.83
H71 5.08 -0.14 4.96
H72 6.43 0.95 4.44
H73 6.82 -2.06 2.39
H74 6.24 -2.18 4.17
H75 7.55 -1.18 3.67
H76 5.29 2.82 5.18
H77 3.91 3.36 4.70
C29 -4.98 -0.32 -5.26
C30 -3.46 -0.11 -5.22
C31 -2.92 0.41 -3.90
O8 -3.19 1.77 -3.74
C32 -2.23 2.47 -2.92
N8 -2.66 -1.25 -5.74
H78 -5.37 -0.36 -6.27
H79 -5.49 0.51 -4.77
H80 -5.35 -1.20 -4.74
H81 -3.32 0.64 -6.00
H82 -1.83 0.35 -3.93
H83 -3.28 -0.17 -3.05
H84 -2.24 2.00 -1.93
H85 -2.57 3.49 -2.73
H86 -1.26 2.65 -3.37
H87 -2.60 -1.27 -6.75
H88 -1.69 -1.25 -5.46
C33 -4.58 -3.32 -2.67
C34 -3.52 -4.25 -3.29
C35 -3.96 -5.67 -3.13
O9 -4.02 -6.13 -1.75
C36 -4.52 -7.49 -1.80
N9 -3.31 -3.89 -4.72
H89 -5.60 -3.52 -3.00
H90 -4.29 -2.30 -2.91
H91 -4.68 -3.41 -1.59
H92 -2.53 -4.04 -2.87
H93 -3.28 -6.27 -3.74
H94 -4.86 -5.93 -3.70
H95 -4.76 -7.88 -0.80
H96 -3.78 -8.08 -2.33
H97 -5.43 -7.64 -2.38
H98 -2.97 -2.94 -4.78
H99 -4.25 -3.83 -5.07
C37 2.52 -2.29 -7.20
C38 1.72 -3.20 -6.26
C39 0.25 -2.75 -5.98
O10 -0.01 -1.64 -5.17
C40 0.52 -1.71 -3.88
N10 1.60 -4.41 -7.07
H100 3.50 -2.62 -7.53
H101 2.59 -1.35 -6.65
H102 1.92 -2.06 -8.08
H103 2.30 -3.41 -5.37
H104 -0.28 -3.63 -5.63
H105 -0.21 -2.48 -6.94
H106 0.17 -0.91 -3.23
H107 1.60 -1.83 -3.78
H108 0.30 -2.66 -3.38
H109 2.51 -4.79 -7.29
H110 1.21 -4.20 -7.98
C41 0.21 0.65 6.98
C42 1.35 1.43 6.19
C43 1.02 2.89 5.89
O11 -0.17 3.03 5.10
C44 -0.20 2.36 3.85
N11 2.61 1.15 6.89
H111 0.35 -0.42 7.15
H112 -0.72 0.70 6.41
H113 -0.11 1.13 7.90
H114 1.44 0.98 5.20
H115 1.88 3.43 5.50
H116 0.83 3.49 6.78
H117 0.62 2.64 3.18
H118 -1.15 2.52 3.34
H119 -0.30 1.28 3.92
H120 2.87 0.18 6.77
H121 3.32 1.66 6.38
C45 4.82 -1.43 -0.94
C46 3.80 -1.99 0.07
C47 4.10 -3.42 0.54
O12 2.97 -3.95 1.21
C48 3.21 -5.27 1.68
N12 3.52 -1.11 1.24
H122 5.87 -1.62 -0.72
H123 4.75 -0.34 -0.97
H124 4.63 -1.89 -1.91
H125 2.81 -1.96 -0.39
H126 4.95 -3.37 1.22
H127 4.44 -4.11 -0.24
H128 3.87 -5.24 2.55
H129 3.80 -5.87 0.99
H130 2.29 -5.74 2.02
H131 4.39 -0.96 1.73
H132 2.97 -1.64 1.90
C49 0.14 -1.96 4.14
C50 1.30 -2.71 4.73
C51 1.09 -4.25 4.69
O13 2.25 -4.97 5.04
C52 1.87 -6.29 5.34
N13 2.45 -2.28 4.00
H133 0.21 -0.87 4.05
H134 -0.75 -2.23 4.71
H135 -0.10 -2.31 3.14
H136 1.38 -2.30 5.74
H137 0.81 -4.58 3.69
H138 0.25 -4.47 5.34
H139 1.38 -6.77 4.49
H140 1.35 -6.45 6.29
H141 2.77 -6.89 5.50
H142 3.32 -2.20 4.50
H143 2.73 -3.01 3.36
C53 -4.40 6.50 2.06
C54 -5.08 5.14 2.11
C55 -4.34 4.12 2.95
O14 -3.02 3.88 2.45
C56 -2.87 3.10 1.28
N14 -6.40 5.48 2.62
H144 -3.43 6.38 1.58
H145 -4.03 6.90 3.00
H146 -4.91 7.21 1.41
H147 -5.19 4.75 1.10
H148 -5.00 3.25 3.05
H149 -4.32 4.71 3.86
H150 -3.34 3.73 0.53
H151 -3.34 2.12 1.34
H152 -1.80 2.90 1.14
H153 -6.85 5.85 1.79
H154 -6.28 6.26 3.25
C57 -5.58 0.17 -0.07
C58 -6.95 -0.15 -0.66
C59 -7.07 0.17 -2.17
O15 -8.36 -0.14 -2.61
C60 -8.35 -0.30 -4.05
N15 -7.28 -1.54 -0.34
H155 -4.89 -0.47 -0.63
H156 -5.60 -0.13 0.97
H157 -5.16 1.17 -0.16
H158 -7.66 0.49 -0.15
H159 -6.43 -0.58 -2.64
H160 -6.74 1.18 -2.44
H161 -8.11 0.67 -4.48
H162 -9.37 -0.44 -4.40
H163 -7.66 -1.07 -4.40
H164 -7.03 -2.16 -1.09
H165 -8.28 -1.62 -0.25
C61 -0.50 -6.58 1.92
C62 -1.90 -6.20 1.42
C63 -2.57 -5.12 2.32
O16 -2.90 -5.67 3.58
C64 -3.62 -4.79 4.47
N16 -1.73 -5.74 0.07
H166 -0.38 -6.89 2.96
H167 0.25 -5.80 1.86
H168 -0.11 -7.46 1.41
H169 -2.54 -7.08 1.55
H170 -3.49 -4.78 1.83
H171 -1.97 -4.23 2.45
H172 -2.95 -4.00 4.80
H173 -4.09 -5.22 5.35
H174 -4.44 -4.43 3.85
H175 -2.63 -5.47 -0.30
H176 -1.47 -6.43 -0.62
C65 -0.56 -7.84 -3.65
C66 -0.02 -6.46 -3.98
C67 1.46 -6.21 -3.57
O17 1.69 -6.31 -2.15
C68 1.33 -5.08 -1.48
N17 -0.35 -6.12 -5.36
H177 -0.43 -8.16 -2.61
H178 -0.23 -8.62 -4.33
H179 -1.63 -7.85 -3.85
H180 -0.59 -5.83 -3.29
H181 1.76 -5.33 -4.12
H182 2.09 -6.93 -4.09
H183 2.16 -4.38 -1.46
H184 1.18 -5.28 -0.42
H185 0.51 -4.50 -1.91
H186 -1.26 -5.69 -5.30
H187 0.06 -5.31 -5.79

Maximum force = 3.19 eV/A
Gap between HOMO and LUMO = 9.11 eV
HOMO = -8.7 eV
Energy relative to the best compared isomer or geometry (same formula, charge and spin) = 157.1 kcal/mol
Spin multiplicity = 1


7.
C6H12O2S | ωB97M-V/def2-TZVPD

Element x y z (Å)
C1 0.26 -1.40 0.72
C2 0.77 -0.32 0.16
C3 1.05 -2.64 1.03
C4 -0.16 2.25 0.90
C5 -2.11 0.12 -1.39
C6 -0.45 1.36 -0.27
O1 2.01 -0.04 -0.29
O2 -1.73 0.93 -0.29
S1 0.21 1.95 -1.85
H1 -0.77 -1.39 1.01
H2 1.46 -2.61 2.04
H3 0.41 -3.52 0.95
H4 1.89 -2.77 0.34
H5 -0.65 3.22 0.77
H6 0.91 2.41 1.00
H7 -0.54 1.78 1.81
H8 -3.05 -0.36 -1.10
H9 -1.35 -0.63 -1.59
H10 -2.26 0.74 -2.28
H11 2.60 -0.80 -0.16
H12 1.48 1.72 -1.52

Maximum force = 5.23 eV/A
<S²> = 2.01
Gap between HOMO and LUMO (alpha / beta) = 5.30 / 7.07 eV
HOMO (alpha / beta) = -4.6 / -8.7 eV
Energy relative to the best compared isomer or geometry (same formula, charge and spin) = 0.0 kcal/mol
Spin multiplicity = 3


8.
C3H8N2O | ωB97M-V/def2-TZVPD

Element x y z (Å)
C1 -2.08 0.93 0.41
N1 -1.15 0.07 0.35
C2 -1.46 -1.13 -0.46
H1 -1.95 1.69 1.19
H2 -3.00 0.83 -0.17
H3 -1.43 -1.88 0.29
H4 -2.40 -1.01 -1.02
H5 -0.81 -1.25 -1.33
N2 2.13 0.40 0.80
C3 2.59 -0.06 -0.42
O1 1.91 -0.21 -1.40
H6 2.76 0.91 1.40
H7 1.21 0.82 0.69
H8 3.67 -0.14 -0.33

Maximum force = 2.27 eV/A
SMILES = C=NC.NC=O
Gap between HOMO and LUMO = 10.86 eV
HOMO = -9.8 eV
Energy relative to the best compared isomer or geometry (same formula, charge and spin) = 45.9 kcal/mol
Spin multiplicity = 1